No. 1
{
  "formula": "C43H43AsGe2KN4O3S",
  "method": "ωB97M-V/def2-TZVPD",
  "symbols": ["C", "As", "C", "C", "H", "H", "H", "H", "C", "C", "C", "C", "N", "C", "H", "H", "C", "C", "C", "N", "C", "H", "Ge", "C", "C", "H", "H", "Ge", "H", "N", "C", "C", "C", "H", "H", "H", "C", "C", "H", "C", "C", "C", "H", "H", "C", "C", "H", "C", "C", "C", "H", "H", "H", "H", "C", "C", "H", "C", "C", "H", "H", "H", "H", "C", "H", "C", "H", "K", "H", "C", "C", "H", "H", "H", "H", "H", "H", "S", "C", "C", "O", "C", "H", "C", "H", "H", "H", "C", "H", "N", "H", "C", "O", "C", "H", "H", "C", "O"],
  "coordinates": [[-1.95049, -3.86496, -4.31308], [0.49712, -3.02569, -0.42573], [4.67769, -1.11470, -1.32593], [3.92770, -1.61307, -2.38534], [1.50578, 5.55485, 6.07126], [-4.72796, 1.07113, -1.90579], [3.44326, -7.03844, 0.41902], [5.65852, -0.69073, -1.51098], [-3.77694, -0.90168, 0.67514], [1.03910, -4.65348, 0.43901], [2.03512, 2.38796, 1.11212], [0.61510, -0.16630, -3.69153], [3.08659, 3.99822, 7.52182], [0.05089, -4.23974, -3.03616], [2.13912, -7.79362, 2.37831], [-6.74897, -0.29326, -1.69424], [3.65182, 2.40844, -0.50194], [3.52696, 4.11476, 1.08842], [-1.57546, -0.03591, -4.67057], [2.46773, 3.54385, 1.64807], [0.70156, -6.20683, 2.23783], [-3.43617, -2.60070, -3.40154], [-1.96083, 1.07482, -0.57310], [-3.47403, 4.20358, 0.67547], [2.56181, -6.48968, 0.72996], [-2.94906, 4.04219, 1.61861], [3.85658, 5.04486, 1.54029], [-2.42840, 3.46537, -0.79138], [0.26019, 4.86274, 4.03242], [0.95961, 1.68516, 1.61461], [0.92322, 2.83752, 4.14826], [-1.71908, -2.84680, -2.14558], [-2.46161, -3.06492, -3.29834], [-3.57155, 5.27846, 0.49760], [2.07737, -2.52278, -2.98157], [-3.48534, 4.83988, -2.59032], [4.17248, -1.14563, -0.03319], [0.85583, 4.14893, 4.58914], [2.75749, -5.01102, -0.81058], [2.66904, -2.15386, -2.15329], [-0.69973, -4.45830, -4.18100], [2.91901, -1.68593, 0.20502], [-2.10296, -2.22188, -1.34919], [-0.94214, 5.49880, -1.00108], [-3.45653, 3.75753, -2.43143], [-0.73778, 4.42479, -0.96432], [-2.23121, -0.14108, -5.52717], [2.16991, -2.19193, -0.85448], [-0.21865, -0.31631, -4.79233], [-2.09708, 0.37898, -3.45123], [-2.52913, -4.02908, -5.21384], [4.08598, 1.92587, -1.37602], [5.04356, 4.06649, -0.45783], [3.37215, 3.26959, 8.15195], [-0.46053, -3.42683, -2.02754], [1.55498, 4.52809, 5.72065], [-0.56358, -4.50350, 1.85045], [-4.93106, -1.66488, 0.80953], [2.33867, 3.60242, 6.41507], [-4.47010, 3.75938, 0.72676], [1.01866, -4.71569, -2.93107], [4.74763, -0.73407, 0.78779], [-2.99368, 3.28452, -3.30185], [2.17199, -5.35433, 0.03496], [0.76142, 0.37566, -1.62354], [2.40092, 2.28448, 5.95304], [-0.20257, 4.13325, -1.87148], [-0.36763, -0.31871, 1.67479], [2.78421, 4.83597, 7.98793], [-1.27470, 0.51438, -2.33004], [0.30434, -5.07169, 1.54334], [1.74276, 0.88214, 4.47304], [4.31899, -1.57603, -3.39539], [-3.15909, 0.58776, -3.38401], [-6.89816, -2.05556, 0.04195], [-4.99952, -2.41059, 1.59326], [0.13512, -6.53860, 3.09933], [0.00736, 2.33337, 2.73460], [1.82741, -6.91299, 1.83060], [-4.75450, 0.28662, -1.15749], [-0.46226, -2.17294, 0.62645], [0.09077, 0.24449, -2.46983], [-0.11850, 4.21386, -0.09047], [-5.91139, -0.47511, -1.03099], [2.52973, -1.71312, 1.21490], [0.18849, -0.64193, -5.74291], [-0.31020, -5.09171, -4.96855], [1.69452, 1.90568, 4.82729], [3.00936, 1.55984, 6.48565], [2.60039, 1.80276, 0.03099], [-2.96725, -1.05837, 1.37152], [4.18421, 3.58697, -0.00996], [-0.71578, 3.48323, 2.24300], [-3.65435, 0.07206, -0.32328], [1.67831, -0.35771, -3.78596], [-4.48158, 3.39172, -2.32492], [-5.99780, -1.46144, -0.05522], [-0.82319, 1.22073, 3.19338]],
  "lowdin_charge": [-0.073, 1.213, -0.080, -0.073, 0.110, 0.075, 0.106, 0.107, -0.127, -0.288, -0.460, -0.091, 0.091, -0.105, 0.104, 0.100, -0.155, -0.135, -0.094, 0.133, -0.075, 0.112, 0.961, -0.242, -0.080, -0.001, 0.106, 0.667, 0.115, -0.220, -0.306, -0.078, -0.066, 0.022, 0.089, 0.020, -0.077, -0.054, 0.102, -0.114, -0.079, -0.086, 0.087, 0.022, -0.255, -0.240, 0.103, -0.299, -0.085, -0.128, 0.106, 0.099, 0.091, 0.084, -0.287, -0.028, 0.101, -0.083, -0.320, 0.017, 0.101, 0.113, 0.009, -0.094, 0.083, -0.033, 0.019, 0.733, 0.085, -0.362, -0.085, 0.114, 0.108, 0.085, 0.099, 0.103, 0.106, 0.551, -0.081, -0.125, -0.672, -0.119, -0.008, -0.088, 0.111, 0.101, 0.104, -0.059, 0.109, 0.121, 0.067, -0.074, -0.330, -0.350, 0.087, 0.008, -0.095, -0.502],
  "spin_multiplicity": 2,
  "energy_ha": -9496.8136,
  "orbital_gap_ha": [0.272, 0.261],
  "mol_weight_g_mol": 955.15,
  "e_above_lowest_ev": 0.0000,
  "charge": 0
}

---

No. 2
{
  "formula": "C43H43BBrGeN5O2ReS",
  "method": "ωB97M-V/def2-TZVPD",
  "symbols": ["H", "O", "H", "C", "C", "H", "C", "C", "C", "C", "H", "C", "H", "C", "H", "C", "H", "H", "H", "C", "C", "C", "C", "C", "H", "C", "C", "C", "S", "H", "C", "H", "H", "H", "N", "Ge", "N", "C", "H", "C", "H", "Br", "H", "C", "C", "H", "Re", "N", "C", "C", "C", "H", "H", "C", "C", "H", "C", "H", "N", "H", "C", "H", "H", "H", "C", "C", "C", "B", "C", "H", "H", "C", "H", "H", "H", "H", "H", "H", "O", "H", "C", "C", "H", "C", "H", "N", "C", "C", "H", "C", "H", "C", "H", "C", "H", "C", "H", "H"],
  "coordinates": [[1.59584, -2.94063, -6.65690], [-1.95442, -0.15715, -4.13257], [3.61443, 3.27185, 1.95277], [2.64428, 4.44138, -0.36647], [0.44292, -1.14152, -6.74384], [-3.13112, -0.92959, 1.29197], [0.58167, 1.19956, 5.88391], [1.45046, 2.51128, -1.21330], [-1.02344, -0.76958, -4.94829], [1.77480, 5.29290, -1.02965], [-2.48268, 3.86171, 0.41544], [-4.02974, 0.98059, 1.27028], [2.08532, -0.85367, -3.88053], [0.31848, -2.77695, -4.94757], [0.01397, -2.97686, 3.99909], [-2.97374, 0.10905, 1.03218], [-5.05712, -2.68045, -0.13211], [6.14857, -1.88151, -3.08092], [3.09248, -0.44901, 2.10153], [0.46146, 0.19775, 3.33266], [-5.60526, -0.84117, -1.04319], [-1.44797, -1.36627, 3.95384], [-0.44676, -0.27769, 4.28134], [1.47668, 1.64244, 4.91984], [3.45367, 4.85148, 0.22390], [-0.37164, 0.24721, 5.56699], [2.48136, 3.06600, -0.45813], [-1.73114, 0.51854, 0.53269], [1.68753, -2.48281, 0.05612], [-2.88827, -3.51428, -0.03081], [0.75231, 4.76112, -1.80031], [1.89885, 6.36461, -0.95248], [0.88198, -0.83392, -7.68137], [-4.97276, 0.61640, 1.65408], [-3.00605, -0.75645, -1.98370], [1.12676, 0.57668, -1.36213], [-0.64478, -3.79015, -0.12919], [5.14253, -0.76657, -1.54723], [3.77023, 2.89847, 3.65977], [3.06041, 2.94056, 2.83240], [2.21827, 2.37839, 5.18528], [-5.29509, 3.53252, 1.28945], [-5.75890, 1.17551, -1.89136], [3.95528, -0.16681, -1.15739], [0.65179, -3.86344, 0.00511], [-0.79948, -2.69635, 5.53994], [-0.00626, -0.81439, 0.47618], [1.20264, -5.10849, 0.03614], [-0.51437, -0.32232, -6.14103], [-2.63222, 2.80275, 0.57778], [-0.94066, -2.71862, 4.45807], [-0.64778, 2.31944, 0.05064], [4.25721, 0.81097, 1.67898], [4.11787, -1.43190, -3.60860], [-1.59610, 1.90396, 0.35895], [-3.16092, -0.05146, 4.21905], [1.43267, 1.15276, 3.62005], [4.17165, -1.92673, -4.56956], [0.37245, -0.31386, 2.03955], [6.00082, -0.74743, -0.88860], [-3.35746, -1.73568, -1.05251], [0.57242, -5.88265, 0.15822], [-6.64298, -0.90312, -0.74735], [4.02857, 0.35964, 3.36750], [-0.61863, -1.95912, -4.37007], [-3.86608, 0.31685, -2.19336], [-3.85433, 2.32620, 1.01368], [-2.04830, -1.01080, -3.04585], [0.59833, 3.38525, -1.89121], [-1.52407, -1.43120, 2.86322], [0.19322, 0.52699, -2.60172], [0.84769, -2.33752, -6.16202], [0.63012, -3.69640, -4.47733], [-0.20596, 2.98720, -2.49720], [0.63016, 1.60271, 6.88705], [3.18434, 2.42616, 0.05661], [2.31147, 3.69747, 3.06160], [3.90773, 0.29607, -0.17958], [-1.27709, -2.14147, -3.17163], [0.07495, 5.41723, -2.33129], [2.82931, -0.18153, -1.98032], [5.22512, -1.40504, -2.77641], [-1.06773, -0.08876, 6.32245], [2.42948, 1.57862, 2.56474], [2.14118, -5.20287, 0.38606], [-1.12371, -2.48647, -0.29462], [-4.74371, -1.83330, -0.72489], [-5.12599, 0.31866, -1.72502], [-3.56667, -1.76590, 4.09114], [3.51327, 0.50647, 2.41616], [1.88322, 1.63415, 1.61430], [-2.84238, -1.05675, 4.49462], [-0.83169, 0.61136, -6.57621], [-2.46567, -2.59547, -0.42388], [-1.65556, -3.50784, 4.22388], [2.93386, -0.82381, -3.21110], [-3.45525, 1.11783, -2.78704], [-2.88011, -1.14100, 5.58067]],
  "lowdin_charge": [0.104, 0.198, 0.054, -0.087, -0.078, 0.082, -0.059, -0.351, -0.195, -0.090, 0.100, -0.152, 0.075, 0.013, 0.081, -0.160, 0.124, 0.098, 0.059, -0.202, -0.049, -0.383, -0.134, -0.025, 0.100, -0.030, -0.123, -0.276, 0.628, 0.126, -0.089, 0.100, 0.103, 0.103, 0.161, 0.870, -0.027, -0.086, 0.081, -0.071, 0.104, 0.708, 0.115, -0.147, -0.858, 0.082, 1.051, 0.068, 0.019, -0.126, -0.050, 0.049, 0.065, -0.087, -0.122, 0.081, -0.132, 0.097, -0.160, 0.101, -0.207, 0.093, 0.114, 0.091, -0.190, -0.020, -0.706, -0.660, -0.144, 0.088, -0.007, -0.085, 0.128, 0.090, 0.105, 0.074, 0.093, 0.056, 0.219, 0.100, -0.389, -0.096, 0.110, -0.373, 0.079, -0.184, -0.020, -0.044, 0.079, -0.052, 0.093, -0.066, 0.122, -0.111, 0.079, -0.119, 0.139, 0.073],
  "spin_multiplicity": 2,
  "energy_ha": -7240.9728,
  "orbital_gap_ha": [0.243, 0.221],
  "mol_weight_g_mol": 1043.45,
  "e_above_lowest_ev": 0.4963,
  "charge": 0
}